Record 1
Computed, not measured: 2 unconnected molecules or ions with the total composition C5H10O, with ωB97M-V/def2-TZVPD.

CARTESIAN COORDINATES (ANGSTROEM)
1 O -3.041 0.402 0.901
2 C 1.069 -0.165 -0.948
3 C -2.090 -0.335 0.933
4 C 1.193 -1.347 0.040
5 C -0.008 0.896 -0.752
6 C 0.034 1.846 0.183
7 H 0.984 -0.583 -1.960
8 H -0.843 0.887 -1.456
9 H -0.740 2.607 0.313
10 H -1.337 -0.311 1.747
11 H 2.041 0.343 -0.924
12 H 1.997 -1.996 -0.325
13 H 0.307 -1.988 0.153
14 H 0.854 1.870 0.898
15 H 1.489 -1.023 1.045
16 H -1.908 -1.103 0.153

- HOMO level (eV) = -9.819
- structure (SMILES) = C=CCC.C=O
- gap between HOMO and LUMO (eV) = 10.70
- strongest force on any atom (eV/Å) = 0.5
- energy above the lowest of the compared OMol25 structures with the same formula, charge and spin (eV) = 1.8856
- charge = 0

natural (NBO) population analysis, charges in e, atoms 1 to 5: -0.514 -0.450 0.284 -0.601 -0.187

=====

Record 2
Computed, not measured: a single C5H10O molecule, with ωB97M-V/def2-TZVPD.

CARTESIAN COORDINATES (ANGSTROEM)
1 O -0.396 1.793 -0.084
2 C -0.911 -0.476 -0.175
3 C -2.131 -0.170 0.744
4 C -0.423 0.762 -0.730
5 C 0.887 -0.668 0.133
6 C 2.099 0.319 -0.173
7 H 0.018 0.637 -1.728
8 H -2.882 -0.971 0.824
9 H 1.094 -1.546 -0.474
10 H -1.842 0.166 1.734
11 H -1.138 -1.305 -0.854
12 H 0.942 -0.878 1.194
13 H 2.323 0.475 -1.239
14 H 3.013 -0.140 0.242
15 H -2.663 0.692 0.302
16 H 2.011 1.309 0.283

- HOMO level (eV) = -9.218
- structure (SMILES) = CC[C@@H](C)C=O
- gap between HOMO and LUMO (eV) = 10.24
- strongest force on any atom (eV/Å) = 1.0
- energy above the lowest of the compared OMol25 structures with the same formula, charge and spin (eV) = 2.4959
- charge = 0

natural (NBO) population analysis, charges in e, atoms 1 to 5: -0.609 -0.253 -0.626 0.390 -0.375

=====

Record 3
Computed, not measured: a molecular structure, C5H10O, with ωB97M-V/def2-TZVPD.

CARTESIAN COORDINATES (ANGSTROEM)
1 O -1.973 1.436 -1.121
2 C -0.111 -1.123 0.663
3 C -0.144 0.194 -0.125
4 C -0.746 1.400 0.284
5 C 1.305 0.011 -0.592
6 C 1.402 -1.229 0.336
7 H -2.852 1.159 -0.806
8 H 1.414 -0.229 -1.655
9 H -1.439 1.419 1.125
10 H 1.721 -2.159 -0.145
11 H -0.284 2.356 0.050
12 H -0.356 -1.057 1.730
13 H -1.201 0.476 -1.074
14 H -0.708 -1.933 0.229
15 H 1.998 0.827 -0.356
16 H 2.037 -1.056 1.210

- HOMO level (eV) = -7.962
- gap between HOMO and LUMO (eV) = 8.88
- strongest force on any atom (eV/Å) = 0.5
- energy above the lowest of the compared OMol25 structures with the same formula, charge and spin (eV) = 4.2260
- charge = 0

natural (NBO) population analysis, charges in e, atoms 1 to 5: -0.895 -0.399 -0.388 -0.066 -0.396

=====

Record 4
Computed, not measured: 2 unconnected molecules or ions with the total composition C5H10O, with ωB97M-V/def2-TZVPD.

CARTESIAN COORDINATES (ANGSTROEM)
1 O 0.896 -2.133 1.111
2 C -1.745 0.367 0.192
3 C -0.489 0.953 0.804
4 C -0.814 -0.112 -0.964
5 C 1.765 0.654 -0.505
6 C 0.311 0.557 -0.197
7 H -2.232 -0.437 0.758
8 H -0.313 1.511 1.721
9 H 0.566 -1.233 1.250
10 H -0.711 -1.199 -1.059
11 H -2.509 1.092 -0.108
12 H -1.037 0.311 -1.950
13 H 0.099 -2.658 0.974
14 H 2.316 1.133 0.310
15 H 2.179 -0.349 -0.660
16 H 1.930 1.232 -1.422

- HOMO level (eV) = -9.329
- structure (SMILES) = CC1=CCC1.O
- gap between HOMO and LUMO (eV) = 10.29
- strongest force on any atom (eV/Å) = 0.2
- energy above the lowest of the compared OMol25 structures with the same formula, charge and spin (eV) = 1.4853
- charge = 0

natural (NBO) population analysis, charges in e, atoms 1 to 5: -0.946 -0.415 -0.234 -0.429 -0.661

=====

Record 5
Computed, not measured: a single C5H10O molecule, with ωB97M-V/def2-TZVPD.

CARTESIAN COORDINATES (ANGSTROEM)
1 O 0.210 -0.560 1.457
2 C -2.462 -0.008 0.560
3 C 2.554 0.030 -0.036
4 C -1.303 -0.346 -0.374
5 C 0.047 -0.210 0.307
6 C 1.162 0.427 -0.507
7 H -2.611 -0.788 1.310
8 H 2.786 -0.998 -0.335
9 H -2.261 0.925 1.094
10 H 2.607 0.080 1.054
11 H 3.317 0.690 -0.458
12 H -3.390 0.123 -0.004
13 H -1.325 0.274 -1.277
14 H 1.008 0.212 -1.572
15 H -1.364 -1.389 -0.718
16 H 1.012 1.513 -0.399

- HOMO level (eV) = -9.531
- structure (SMILES) = CCC(=O)CC
- gap between HOMO and LUMO (eV) = 10.55
- strongest force on any atom (eV/Å) = 0.5
- energy above the lowest of the compared OMol25 structures with the same formula, charge and spin (eV) = 0.0806
- charge = 0

natural (NBO) population analysis, charges in e, atoms 1 to 5: -0.554 -0.601 -0.609 -0.507 0.607

=====

Record 6
Computed, not measured: 2 unconnected molecules or ions with the total composition C5H10O, with ωB97M-V/def2-TZVPD.

CARTESIAN COORDINATES (ANGSTROEM)
1 O -1.460 -0.842 0.820
2 C -0.403 -0.042 -1.175
3 C 0.557 -0.172 -0.013
4 C -1.755 -0.304 -0.484
5 C -0.128 -0.662 1.017
6 C 2.039 -0.009 -0.093
7 H -2.315 0.625 -0.327
8 H 2.481 0.077 0.906
9 H -0.390 0.936 -1.673
10 H 2.345 0.871 -0.670
11 H -0.162 -0.795 -1.937
12 H -0.298 1.481 1.324
13 H -2.391 -1.019 -1.010
14 H 2.474 -0.891 -0.578
15 H -0.800 1.620 1.866
16 H 0.206 -0.874 2.027

- HOMO level (eV) = -8.034
- structure (SMILES) = CC1=COCC1.[H][H]
- gap between HOMO and LUMO (eV) = 9.11
- strongest force on any atom (eV/Å) = 0.7
- energy above the lowest of the compared OMol25 structures with the same formula, charge and spin (eV) = 2.1017
- charge = 0

natural (NBO) population analysis, charges in e, atoms 1 to 5: -0.501 -0.451 -0.120 -0.070 0.150

=====

Record 7
Computed, not measured: a single C5H10O molecule, with ωB97M-V/def2-TZVPD.

CARTESIAN COORDINATES (ANGSTROEM)
1 O -1.771 -0.098 0.851
2 C 1.226 0.575 0.307
3 C -1.103 0.223 -0.370
4 C -0.225 -0.972 -0.707
5 C 0.745 -0.867 0.546
6 C -0.054 1.323 -0.163
7 H 0.361 -0.770 -1.620
8 H 1.532 -1.621 0.600
9 H 0.129 1.839 -1.114
10 H 1.969 0.524 -0.496
11 H -0.830 -1.860 -0.951
12 H -1.876 0.498 -1.096
13 H -1.639 -1.051 0.962
14 H 0.257 -0.873 1.535
15 H 1.698 1.072 1.159
16 H -0.417 2.058 0.557

- HOMO level (eV) = -10.000
- structure (SMILES) = OC1CCCC1
- gap between HOMO and LUMO (eV) = 11.05
- strongest force on any atom (eV/Å) = 0.8
- energy above the lowest of the compared OMol25 structures with the same formula, charge and spin (eV) = 0.6380
- charge = 0

natural (NBO) population analysis, charges in e, atoms 1 to 5: -0.722 -0.405 0.086 -0.446 -0.415

=====

Record 8
Computed, not measured: a single C5H10O molecule at a distorted geometry, with ωB97M-V/def2-TZVPD.

CARTESIAN COORDINATES (ANGSTROEM)
1 O -1.978 0.144 0.724
2 C 0.959 -0.856 0.360
3 C -1.112 0.201 -0.402
4 C -0.096 1.338 -0.108
5 C 1.237 0.607 0.286
6 C -0.278 -1.116 -0.575
7 H 2.065 0.411 1.165
8 H -1.710 0.411 -1.312
9 H 0.025 1.978 -1.001
10 H 2.188 -0.952 0.580
11 H -2.619 -0.565 0.580
12 H -0.507 1.953 0.689
13 H 0.720 -1.231 1.352
14 H -0.007 -1.229 -1.627
15 H -0.906 -1.978 -0.293
16 H 2.018 0.884 -0.417

- HOMO level (eV) = -9.499
- structure (SMILES) = OC1CCCC1
- gap between HOMO and LUMO (eV) = 10.41
- strongest force on any atom (eV/Å) = 3.9
- energy above the lowest of the compared OMol25 structures with the same formula, charge and spin (eV) = 3.2521
- charge = 0

natural (NBO) population analysis, charges in e, atoms 1 to 5: -0.723 -0.419 0.101 -0.439 -0.421

=====

Record 9
Computed, not measured: a single C5H10O molecule at a distorted geometry, with ωB97M-V/def2-TZVPD.

CARTESIAN COORDINATES (ANGSTROEM)
1 O -0.848 -0.983 -0.621
2 C -1.697 1.034 0.315
3 C 0.293 -0.114 1.441
4 C 1.517 -0.851 -1.327
5 C -0.522 0.067 0.209
6 C 0.156 -0.219 -1.281
7 H 0.556 0.856 1.881
8 H 1.543 -1.714 -2.005
9 H -0.310 -0.672 2.157
10 H 0.070 0.854 -1.017
11 H -2.112 1.276 -0.672
12 H 1.847 -1.218 -0.350
13 H 1.212 -0.668 1.254
14 H 2.241 -0.124 -1.704
15 H -1.463 1.964 0.843
16 H -2.482 0.511 0.877

- HOMO level (eV) = -8.006
- structure (SMILES) = C[C@H]1OC1(C)C
- gap between HOMO and LUMO (eV) = 8.98
- strongest force on any atom (eV/Å) = 2.4
- energy above the lowest of the compared OMol25 structures with the same formula, charge and spin (eV) = 3.5750
- charge = 0

natural (NBO) population analysis, charges in e, atoms 1 to 5: -0.480 -0.651 -0.645 -0.658 0.270

=====

Record 10
Computed, not measured: a molecular structure, C5H10O at a distorted geometry, with ωB97M-V/def2-TZVPD.

CARTESIAN COORDINATES (ANGSTROEM)
1 O -0.997 0.223 -0.848
2 C 0.144 0.329 -0.105
3 C -1.471 -1.191 -0.820
4 C -0.102 0.274 1.508
5 C 1.307 -0.005 -0.946
6 C 0.224 1.543 0.885
7 H 1.068 -1.042 -1.486
8 H -2.240 -1.357 -1.655
9 H 1.473 0.861 -1.574
10 H 0.614 -0.133 2.322
11 H 2.262 -0.031 -0.411
12 H 1.548 1.539 1.093
13 H -1.098 -0.064 1.925
14 H -0.717 -1.943 -1.449
15 H -1.686 -1.472 0.294
16 H -0.329 2.469 1.267

- HOMO level (eV) = -9.372
- gap between HOMO and LUMO (eV) = 10.36
- strongest force on any atom (eV/Å) = 4.3
- energy above the lowest of the compared OMol25 structures with the same formula, charge and spin (eV) = 4.6657
- charge = 0

natural (NBO) population analysis, charges in e, atoms 1 to 5: -0.538 0.273 -0.301 -0.470 -0.641